Density functional theory data (wB97M-V/def2-TZVPD) for a gas-phase ion, C13H7N4O4S (charge -1).

CARTESIAN COORDINATES (ANGSTROEM)
C (3.41737, -1.28279, 0.97262)
C (3.77019, -1.95721, -0.26998)
N (4.09764, -2.39692, -1.29944)
C (1.90806, -1.26665, 1.25284)
C (1.40668, -0.39899, 2.22987)
C (0.05153, -0.40968, 2.54664)
C (-0.80022, -1.32494, 1.91574)
C (-2.16921, -1.44394, 2.33593)
N (-3.27436, -1.55643, 2.70790)
C (-0.31265, -2.14982, 0.89704)
C (1.04512, -2.12286, 0.57795)
H (3.77132, -0.23656, 0.93880)
H (2.09374, 0.28485, 2.73107)
H (-0.35775, 0.29097, 3.27671)
H (-0.98583, -2.81421, 0.35792)
H (1.43200, -2.78885, -0.19518)
O (7.37296, -5.62003, 2.19732)
N (6.15901, -5.34596, 2.31449)
O (5.27113, -6.16645, 2.67052)
C (5.69627, -4.03341, 2.05341)
C (6.48441, -2.90652, 1.81984)
C (5.71420, -1.76457, 1.82781)
N (6.28246, -0.46806, 1.96987)
O (5.50285, 0.49382, 2.20361)
O (7.51829, -0.33232, 1.85101)
C (4.21820, -1.90020, 2.08590)
S (3.99535, -3.71587, 2.23698)
H (7.56445, -2.93446, 1.71210)
H (3.93874, -1.52435, 3.08895)

The total energy is -1417.6465 Eh. The calculation puts the gap between HOMO and LUMO at 6.34 eV. As for the total charge: -1.

Atomic partial charges in e from the natural (NBO) method, atoms 1 to 2:
1. C -0.401
2. C 0.313

Density functional theory data (wB97M-V/def2-TZVPD) for 2 unconnected molecules or ions with the total composition CH3N2OS.

CARTESIAN COORDINATES (ANGSTROEM)
C (-1.05190, -0.37392, 0.67435)
N (-0.06135, -1.17683, 0.42877)
N (2.35275, -1.76463, -0.57726)
O (2.98691, -1.08569, -1.39739)
S (3.13458, -2.96912, 0.32341)
H (-1.11547, 0.27690, 1.58034)
H (0.63985, -0.80493, 1.10020)
H (-2.08470, -0.56057, 0.29052)

The total energy is -622.7598 Eh. The calculation puts the gap between HOMO and LUMO at 6.33 eV. As for the total charge: -1.

Atomic partial charges in e from the natural (NBO) method, atoms 1 to 2:
1. C -0.127
2. N -0.489

Density functional theory data (wB97M-V/def2-TZVPD) for 2 unconnected molecules or ions with the total composition C3H7ClN5.

CARTESIAN COORDINATES (ANGSTROEM)
C (-2.01472, -0.95168, -0.41355)
C (0.08633, -0.36899, -1.05633)
C (-0.69299, 0.43082, 0.91449)
N (-1.07747, -0.97189, -1.32709)
N (-1.87022, -0.34674, 0.86103)
N (0.31589, 0.34732, 0.08551)
N (2.83484, 0.86103, -0.60363)
N (-2.61352, -0.34342, 1.87110)
Cl (-0.35956, 1.05370, 2.53128)
H (-2.83780, -1.65382, -0.47448)
H (0.77036, -0.36792, -1.95001)
H (1.97856, 0.75010, 0.07261)
H (3.54520, 0.89646, 0.08859)
H (2.56289, 1.67404, -1.25116)
H (-3.43354, -0.97294, 1.72422)
H (2.80577, -0.03607, -1.07259)

The total energy is -852.1364 Eh. The calculation puts the gap between HOMO and LUMO (spin up / spin down) at 8.06 / 8.07 eV. As for the total charge: +1.

Atomic partial charges in e from the natural (NBO) method, atoms 1 to 2:
1. C 0.173
2. C 0.130

Density functional theory data (wB97M-V/def2-TZVPD) for a molecular structure, C37H36CdN5O9S2Se.

CARTESIAN COORDINATES (ANGSTROEM)
Cd (0.07429, 0.66575, -0.34108)
O (-3.52276, 1.91742, -1.87544)
C (-2.35364, 2.69022, -2.10114)
C (-1.40236, 1.89229, -2.95686)
C (-1.42008, 1.96237, -4.32106)
C (-0.51241, 1.22503, -5.07257)
C (0.22698, 0.22613, -4.50449)
C (-0.00666, -0.07272, -3.04645)
N (-0.58873, 1.06068, -2.30794)
H (-3.50507, 1.57029, -0.97827)
H (-1.85320, 2.87657, -1.15249)
H (-2.63207, 3.62202, -2.54969)
H (-2.11110, 2.63560, -4.78756)
H (-0.39664, 1.44911, -6.13493)
H (0.95886, -0.37207, -5.04456)
H (0.97406, -0.30948, -2.59755)
O (1.73963, -1.10987, 0.06897)
N (1.75701, -1.33931, 1.29333)
N (1.43280, -0.32640, 2.00656)
O (1.20451, 0.88851, 1.53345)
C (1.26944, -0.49290, 3.39355)
C (2.15238, -1.26847, 4.13956)
C (1.95835, -1.45910, 5.50745)
C (0.86809, -0.86372, 6.09717)
C (0.00329, -0.05749, 5.37266)
C (0.19269, 0.12729, 3.99977)
H (3.02880, -1.65880, 3.65871)
H (2.63675, -2.04806, 6.10418)
H (0.65509, -1.00840, 7.14313)
H (-0.82614, 0.45747, 5.81947)
H (-0.49898, 0.67929, 3.35954)
O (-2.43716, -0.60047, 2.08433)
Se (-2.90017, 1.15741, 1.66225)
O (-4.13191, 0.95345, 0.66283)
O (-1.51926, 1.77958, 1.06056)
O (-3.22062, 1.78493, 3.09872)
S (5.95874, 4.43809, -2.13248)
C (4.54471, 3.34019, -1.83077)
C (3.32308, 3.53630, -2.48714)
C (2.26514, 2.69183, -2.27197)
N (2.37360, 1.63804, -1.46186)
C (3.52743, 1.42793, -0.83675)
C (4.65289, 2.22652, -1.02515)
C (6.22754, 5.01557, -0.44960)
C (7.08274, 4.37785, 0.45016)
C (7.38928, 4.99986, 1.64620)
N (6.89922, 6.18551, 2.00051)
C (6.04931, 6.77424, 1.17458)
C (5.62726, 6.19551, -0.01155)
H (3.12311, 4.42233, -3.06928)
H (1.29196, 2.81297, -2.74401)
H (3.47935, 0.59469, -0.11819)
H (5.61401, 1.96844, -0.53764)
H (7.58768, 3.43716, 0.25025)
H (8.07693, 4.57082, 2.32036)
H (5.55262, 7.66501, 1.56918)
H (4.89485, 6.69833, -0.61196)
C (0.09714, -2.60181, -2.85127)
C (-0.80251, -1.37663, -2.64413)
C (-2.11549, -1.50304, -3.41193)
O (-1.04260, -1.29795, -1.25307)
H (0.60160, -2.58705, -3.82557)
H (-0.43714, -3.53622, -2.80709)
H (0.87968, -2.60561, -2.09414)
H (-1.92071, -1.57697, -4.48723)
H (-2.72682, -0.61147, -3.20434)
H (-2.70366, -2.37316, -3.05018)
O (-1.75813, -1.00051, 0.85306)
S (-2.65527, -1.92741, -0.28297)
C (-4.09166, -2.27971, 0.86924)
C (-5.30168, -1.77862, 0.35497)
C (-6.52842, -1.86293, 1.05512)
C (-6.58333, -2.44134, 2.30340)
C (-5.38846, -2.98188, 2.82487)
C (-4.17751, -2.94172, 2.12780)
C (-1.93914, -3.51281, -0.09663)
C (-2.73969, -4.57039, -0.39694)
C (-2.26116, -5.84578, -0.22391)
C (-0.97095, -6.02149, 0.27454)
C (-0.19352, -4.93387, 0.71108)
C (-0.66800, -3.64370, 0.44416)
H (-5.25231, -1.18160, -0.57146)
H (-7.40039, -1.33895, 0.62002)
H (-7.50195, -2.45155, 2.88632)
H (-5.36614, -3.48184, 3.80657)
H (-3.24338, -3.26636, 2.63799)
H (-3.78414, -4.45489, -0.68471)
H (-2.87062, -6.74359, -0.40061)
H (-0.64809, -7.04848, 0.39233)
H (0.75207, -5.09234, 1.24933)
H (-0.09315, -2.77969, 0.75834)

The total energy is -5747.6979 Eh. The calculation puts the gap between HOMO and LUMO at 5.46 eV. As for the total charge: -1.

Atomic partial charges in e from the Mulliken method, atoms 1 to 2:
1. Cd 1.632
2. O -0.595

Density functional theory data (wB97M-V/def2-TZVPD) for a molecular structure, C4H7NO.

CARTESIAN COORDINATES (ANGSTROEM)
C (0.71059, 1.19415, -0.10863)
O (0.65156, 0.39006, -1.27140)
C (-0.46514, -0.45620, -1.13637)
C (-0.61646, -0.70831, 0.35396)
N (0.80733, -0.99036, 1.19122)
C (0.21007, 0.29258, 1.01565)
H (0.02477, 2.05554, -0.19191)
H (1.73403, 1.55480, 0.00470)
H (-1.39525, 0.04606, -1.45286)
H (-0.30423, -1.33023, -1.77410)
H (-1.55178, -1.00155, 0.81515)
H (0.24594, -1.76642, 0.62924)
H (-0.20360, 0.78320, 1.90138)

The total energy is -286.4634 Eh. The calculation puts the gap between HOMO and LUMO at 9.51 eV. As for the total charge: 0.

Atomic partial charges in e from the natural (NBO) method, atoms 1 to 2:
1. C -0.084
2. O -0.506

Density functional theory data (wB97M-V/def2-TZVPD) for a molecular structure, C17H14N6O3ReS3Te4.

CARTESIAN COORDINATES (ANGSTROEM)
Re (-0.70441, -1.75542, 0.35257)
C (3.59698, -2.09407, 3.37957)
S (2.11966, -1.40935, 4.14935)
C (0.87044, -1.75792, 2.98334)
S (1.18187, -2.70455, 1.54130)
N (-0.30026, -1.29309, 3.29025)
N (-1.22696, -1.67325, 2.33617)
C (-2.32507, -2.22735, 2.74731)
C (-3.03009, -2.96020, 1.74008)
C (-4.24156, -3.61845, 1.96368)
C (-4.76661, -4.41525, 0.97642)
C (-4.07311, -4.54089, -0.22928)
C (-2.90308, -3.84800, -0.40921)
N (-2.36789, -3.06336, 0.55248)
H (4.40229, -1.87444, 4.07893)
H (3.80341, -1.61301, 2.42740)
H (3.51736, -3.17022, 3.25229)
H (-2.56837, -2.26758, 3.80069)
H (-4.73887, -3.49239, 2.91529)
H (-5.70210, -4.93544, 1.12927)
H (-4.44760, -5.16043, -1.03097)
H (-2.36204, -3.88173, -1.34400)
Te (-2.59856, -0.23319, -0.86966)
Te (-1.22716, 1.41072, -2.47605)
Te (0.57085, -0.23163, -3.53645)
Te (0.19756, -2.48047, -2.11185)
O (2.80809, 3.29599, -5.37274)
S (1.44367, 3.34953, -4.89139)
O (0.86198, 2.04929, -4.55752)
O (0.55182, 4.24266, -5.58945)
C (1.64125, 4.11375, -3.24961)
N (1.72506, 5.43514, -3.08683)
C (1.76919, 5.87590, -1.83151)
C (1.69293, 5.03672, -0.71568)
C (1.66154, 3.69272, -1.02207)
N (1.66148, 3.24347, -2.26437)
C (1.44922, 2.51514, -0.16873)
C (0.46114, 2.41172, 0.79918)
C (-0.02461, 1.14900, 1.08426)
N (0.47220, 0.04562, 0.49990)
C (1.59961, 0.15091, -0.21077)
C (2.09506, 1.36266, -0.58712)
H (1.83854, 6.95121, -1.70379)
H (1.68169, 5.41817, 0.29574)
H (-0.06167, 3.28056, 1.17637)
H (-0.91046, 1.01866, 1.68888)
H (2.02424, -0.77110, -0.57638)
H (2.88135, 1.42326, -1.32530)

The total energy is -3555.4209 Eh. Its spin multiplicity is 4. The expectation value of S² is 3.821. The calculation puts the gap between HOMO and LUMO (spin up / spin down) at 6.39 / 5.08 eV. As for the total charge: 0.

Atomic partial charges in e from the natural (NBO) method, atoms 1 to 2:
1. Re 0.601
2. C -0.749

> The highest total charge belongs to which entry?

C3H7ClN5